Entry from the OMol25 dataset: a 11-piece molecular cluster, C16H54N4O11 overall in a non-equilibrium geometry (ωB97M-V/def2-TZVPD).

Summary:
ΔE to the lowest compared entry with this formula, charge and spin: 11.2 kcal per mole
LUMO level: 0.06 eV
SMILES: NC(N)=O.NC(N)=O.CCO.CCO.CCO.CCO.CCO.CO.CO.CO.CO
Frontier orbital gap: 0.32582 hartree

CARTESIAN COORDINATES (ANGSTROEM)
N -24.97 13.52 -15.48
C -24.69 14.75 -15.20
N -24.13 14.78 -14.01
O -24.81 15.78 -16.07
H -25.51 13.43 -16.36
H -24.97 12.72 -14.83
H -23.98 15.74 -13.67
H -24.01 14.06 -13.32
N -23.07 6.91 -15.37
C -21.83 6.53 -15.24
N -21.37 6.44 -14.03
O -20.93 6.47 -16.31
H -23.28 7.21 -16.33
H -23.74 7.13 -14.61
H -20.36 6.39 -13.81
H -21.99 6.55 -13.26
C -29.50 9.36 -11.11
C -30.51 8.42 -10.36
O -30.39 8.74 -9.03
H -29.34 8.92 -12.13
H -28.52 9.24 -10.67
H -29.64 10.41 -11.25
H -30.29 7.34 -10.40
H -31.52 8.52 -10.73
H -30.77 8.03 -8.56
C -26.45 13.22 -12.54
C -27.48 12.58 -11.65
O -27.05 12.75 -10.27
H -25.40 12.95 -12.35
H -26.51 14.25 -12.47
H -26.69 12.97 -13.60
H -27.47 11.49 -11.87
H -28.48 13.07 -11.82
H -27.61 12.24 -9.67
C -29.58 5.28 -13.48
C -29.81 4.67 -12.09
O -28.50 4.64 -11.40
H -29.22 6.35 -13.48
H -30.43 5.01 -14.11
H -28.70 4.76 -13.96
H -30.09 3.60 -12.11
H -30.61 5.20 -11.51
H -28.48 3.79 -10.98
C -27.87 6.16 -16.45
C -26.45 5.63 -16.49
O -26.31 4.46 -15.80
H -28.59 5.41 -16.80
H -27.97 6.93 -17.15
H -28.21 6.66 -15.50
H -25.76 6.41 -16.10
H -26.32 5.33 -17.53
H -25.54 4.00 -16.13
C -27.73 9.61 -14.03
C -27.06 9.84 -15.35
O -26.03 8.88 -15.43
H -28.55 10.24 -13.87
H -27.07 9.63 -13.16
H -28.08 8.54 -13.94
H -26.62 10.90 -15.35
H -27.80 9.83 -16.17
H -25.46 9.17 -16.11
C -25.23 9.85 -10.54
O -25.88 10.15 -9.37
H -25.89 9.66 -11.37
H -24.69 8.97 -10.36
H -24.53 10.70 -10.76
H -25.22 10.37 -8.71
C -26.23 6.91 -12.55
O -25.22 7.40 -13.41
H -26.74 7.75 -12.05
H -25.86 6.17 -11.78
H -26.93 6.32 -13.22
H -25.68 7.88 -14.14
C -24.06 10.38 -13.66
O -23.53 11.68 -13.39
H -23.62 9.57 -13.01
H -23.95 10.05 -14.73
H -25.11 10.59 -13.37
H -22.60 11.65 -13.61
C -25.15 8.76 -18.52
O -24.18 8.80 -17.50
H -25.58 7.81 -18.65
H -24.70 9.20 -19.44
H -26.00 9.47 -18.28
H -23.55 9.53 -17.66

Entry from the OMol25 dataset: a 9-piece molecular cluster, C16H54N4O9 overall in a non-equilibrium geometry (ωB97M-V/def2-TZVPD).

Summary:
ΔE to the lowest compared entry with this formula, charge and spin: 55.5 kcal per mole
LUMO level: 0.39 eV
SMILES: COC[C@H](C)N.COC[C@H](C)N.COC[C@H](C)N.COC[C@H](C)N.O.O.O.O.O
Frontier orbital gap: 0.36367 hartree

CARTESIAN COORDINATES (ANGSTROEM)
C -18.19 -1.52 6.17
O -18.72 -0.61 5.24
C -18.66 0.71 5.65
C -19.31 1.67 4.59
C -18.35 1.85 3.37
N -19.64 3.01 5.06
H -17.14 -1.24 6.30
H -18.25 -2.57 5.89
H -18.62 -1.40 7.16
H -19.15 0.71 6.63
H -17.62 1.03 5.70
H -20.24 1.16 4.32
H -19.00 2.14 2.54
H -17.87 0.91 3.10
H -17.61 2.59 3.68
H -20.46 2.64 5.52
H -18.99 3.28 5.79
C -13.05 -5.51 7.75
O -13.86 -4.39 7.85
C -14.68 -4.31 8.97
C -14.72 -2.82 9.34
C -13.25 -2.28 9.55
N -15.42 -2.65 10.60
H -12.22 -5.35 7.06
H -13.70 -6.35 7.53
H -12.51 -5.81 8.65
H -15.70 -4.55 8.68
H -14.39 -4.96 9.79
H -15.28 -2.23 8.61
H -12.81 -2.96 10.27
H -13.32 -1.31 10.05
H -12.61 -2.19 8.67
H -16.40 -2.53 10.37
H -15.21 -1.75 11.01
C -12.70 -1.74 -4.07
O -12.25 -1.49 -2.74
C -12.07 -2.56 -1.80
C -13.44 -3.28 -1.50
C -14.51 -2.38 -0.90
N -13.17 -4.41 -0.65
H -12.68 -0.77 -4.56
H -13.66 -2.26 -4.03
H -12.02 -2.37 -4.63
H -11.30 -3.28 -2.06
H -11.69 -2.10 -0.89
H -13.88 -3.54 -2.47
H -14.43 -2.12 0.15
H -15.49 -2.86 -0.92
H -14.54 -1.46 -1.48
H -12.81 -5.13 -1.26
H -14.05 -4.79 -0.33
C -13.63 -0.12 5.71
O -14.29 -0.93 4.84
C -14.30 -2.32 5.26
C -15.31 -3.11 4.38
C -15.43 -4.50 4.99
N -14.93 -3.10 2.99
H -13.73 0.91 5.36
H -12.55 -0.29 5.70
H -13.97 0.04 6.73
H -13.34 -2.83 5.18
H -14.49 -2.28 6.34
H -16.26 -2.60 4.52
H -14.47 -5.02 4.97
H -16.10 -5.19 4.49
H -15.70 -4.47 6.05
H -14.86 -2.14 2.69
H -13.96 -3.38 2.99
O -13.97 -8.28 4.92
H -13.23 -8.38 5.52
H -13.62 -7.76 4.20
O -13.16 -6.73 2.85
H -12.85 -5.91 2.48
H -14.05 -6.83 2.51
O -12.15 -4.14 1.85
H -12.38 -4.22 0.92
H -11.52 -3.42 1.88
O -15.55 -5.62 1.52
H -16.48 -5.50 1.34
H -15.28 -4.80 1.95
O -16.92 -2.04 1.57
H -16.18 -2.45 2.02
H -17.45 -2.78 1.26

Entry from the OMol25 dataset: C16H56N4O10 as an isolated structure in a non-equilibrium geometry (ωB97M-V/def2-TZVPD).

Summary:
ΔE to the lowest compared entry with this formula, charge and spin: 661.9 kcal per mole
LUMO level: 0.13 eV
Frontier orbital gap: 0.28832 hartree

CARTESIAN COORDINATES (ANGSTROEM)
C 1.97 2.62 -3.91
C 1.49 3.10 -2.50
C 2.30 2.71 -1.22
O 2.16 1.39 -0.85
C 1.29 1.23 0.21
N 1.52 4.52 -2.52
H 2.93 3.00 -4.23
H 1.28 2.87 -4.72
H 2.11 1.54 -3.92
H 0.47 2.78 -2.29
H 2.11 3.45 -0.44
H 3.36 2.87 -1.44
H 1.47 1.73 1.16
H 1.22 0.16 0.44
H 0.28 1.61 0.04
H 2.40 4.90 -2.82
H 1.39 5.06 -1.67
C -1.97 4.00 2.02
C -1.96 2.62 1.32
C -2.64 2.68 -0.10
O -2.42 3.91 -0.86
C -1.03 4.07 -1.24
N -0.63 2.00 1.23
H -1.52 4.70 1.32
H -1.37 3.97 2.93
H -2.97 4.37 2.27
H -2.57 1.95 1.92
H -3.64 2.96 0.22
H -2.50 1.73 -0.61
H -0.34 3.85 -0.42
H -0.90 5.09 -1.63
H -0.61 3.43 -2.01
H -0.68 1.01 1.07
H -0.17 2.11 2.12
C 3.57 -4.61 4.72
C 3.47 -3.39 3.77
C 2.22 -3.61 2.90
O 1.90 -2.39 2.18
C 1.09 -2.66 1.03
N 3.55 -2.23 4.63
H 4.33 -4.52 5.50
H 3.76 -5.55 4.21
H 2.60 -4.77 5.19
H 4.29 -3.29 3.06
H 1.39 -3.83 3.57
H 2.31 -4.50 2.28
H 0.04 -2.79 1.29
H 1.38 -3.52 0.42
H 1.12 -1.81 0.35
H 3.16 -1.58 3.97
H 4.50 -1.89 4.71
C 0.50 -0.68 -0.34
C -0.81 -1.49 -0.23
C -2.13 -0.72 -0.34
O -2.30 -0.22 -1.74
C -3.44 0.49 -2.00
N -0.97 -2.59 -1.18
H 1.39 -1.30 -0.30
H 0.55 0.27 0.19
H 0.50 -0.37 -1.39
H -0.88 -2.02 0.72
H -2.05 0.12 0.35
H -2.93 -1.30 0.12
H -3.55 0.78 -3.05
H -3.34 1.41 -1.42
H -4.36 0.04 -1.63
H -0.06 -3.03 -1.23
H -1.23 -2.20 -2.07
O -0.81 -4.56 0.57
H -1.62 -4.07 0.42
H -0.11 -3.95 0.33
O -2.63 -3.53 0.16
H -2.15 -2.79 -0.21
H -3.10 -3.17 0.91
O 0.98 -3.91 -0.69
H 0.81 -4.65 -1.27
H 1.71 -3.44 -1.10
O -4.27 1.19 0.26
H -4.03 1.50 1.13
H -3.68 0.45 0.09
O -0.85 -1.33 -3.28
H -1.30 -0.89 -2.56
H -0.03 -0.86 -3.38
O -0.03 0.94 -3.02
H 0.51 1.35 -2.35
H -0.79 1.52 -3.11

Entry from the OMol25 dataset: a 10-piece molecular cluster, C16H56N4O10 overall in a non-equilibrium geometry (ωB97M-V/def2-TZVPD).

Summary:
ΔE to the lowest compared entry with this formula, charge and spin: 6.1 kcal per mole
LUMO level: 0.07 eV
SMILES: COC[C@H](C)N.COC[C@H](C)N.COC[C@H](C)N.COC[C@H](C)N.O.O.O.O.O.O
Frontier orbital gap: 0.34126 hartree

CARTESIAN COORDINATES (ANGSTROEM)
C -1.43 3.40 1.52
O -2.46 3.19 0.59
C -2.01 2.46 -0.53
C -3.10 2.48 -1.60
C -4.48 2.11 -1.05
N -2.66 1.56 -2.68
H -1.84 4.00 2.34
H -0.60 4.00 1.13
H -1.05 2.47 1.95
H -1.11 2.93 -0.95
H -1.72 1.43 -0.26
H -3.13 3.50 -1.98
H -4.81 2.81 -0.28
H -4.49 1.10 -0.64
H -5.18 2.20 -1.89
H -2.59 0.65 -2.22
H -3.46 1.42 -3.29
C -2.44 -3.93 7.36
O -1.42 -3.46 6.56
C -1.89 -2.47 5.64
C -0.69 -1.81 5.01
C 0.12 -1.04 6.05
N -1.14 -0.96 3.91
H -3.33 -4.28 6.80
H -2.82 -3.22 8.11
H -2.09 -4.81 7.92
H -2.49 -3.00 4.89
H -2.60 -1.79 6.14
H -0.11 -2.66 4.63
H 0.40 -1.62 6.93
H -0.34 -0.08 6.27
H 1.11 -0.81 5.62
H -0.36 -0.62 3.36
H -1.56 -0.11 4.28
C 3.02 -2.06 -0.66
O 3.00 -1.92 -2.05
C 4.24 -2.23 -2.65
C 4.20 -1.72 -4.10
C 5.48 -2.08 -4.84
N 3.88 -0.28 -4.21
H 2.09 -1.70 -0.23
H 3.89 -1.54 -0.23
H 3.21 -3.10 -0.38
H 5.04 -1.69 -2.11
H 4.45 -3.30 -2.68
H 3.38 -2.28 -4.56
H 5.60 -1.51 -5.76
H 5.49 -3.15 -5.04
H 6.36 -1.93 -4.21
H 4.72 0.22 -3.90
H 3.25 -0.09 -3.42
C 0.73 0.90 -1.94
O 1.28 2.21 -1.95
C 1.13 2.80 -3.23
C 1.63 4.23 -3.20
C 1.14 5.02 -2.02
N 1.13 4.89 -4.44
H -0.27 0.85 -2.37
H 0.60 0.65 -0.88
H 1.45 0.19 -2.35
H 1.62 2.19 -3.99
H 0.06 2.83 -3.51
H 2.73 4.21 -3.24
H 1.38 4.49 -1.10
H 0.07 5.19 -2.07
H 1.64 5.99 -1.93
H 1.55 4.44 -5.25
H 1.50 5.84 -4.45
O -1.96 -1.57 -2.58
H -1.71 -1.41 -1.64
H -1.12 -1.63 -3.04
O -1.01 -1.26 0.01
H -1.22 -0.99 0.91
H -0.48 -2.06 0.13
O -2.74 -2.97 2.13
H -3.26 -2.70 1.36
H -2.48 -2.14 2.56
O 0.71 0.50 1.90
H 0.63 0.32 0.96
H 1.58 0.18 2.15
O -3.87 -2.23 -0.42
H -3.83 -1.87 -1.31
H -4.80 -2.19 -0.17
O 0.77 -2.96 1.83
H 1.60 -2.93 2.31
H 0.27 -3.66 2.26

Entry from the OMol25 dataset: a 12-piece molecular cluster, C16H56O20 overall in a non-equilibrium geometry (ωB97M-V/def2-TZVPD).

Summary:
ΔE to the lowest compared entry with this formula, charge and spin: 114.8 kcal per mole
LUMO level: -0.06 eV
SMILES: OCCO.OCCO.OCCO.OCCO.OCCO.OCCO.OCCO.OCCO.O.O.O.O
Frontier orbital gap: 0.34319 hartree

CARTESIAN COORDINATES (ANGSTROEM)
O -2.66 -1.59 -0.25
C -3.99 -2.10 -0.52
C -4.05 -1.84 -2.02
O -5.28 -2.49 -2.36
H -2.23 -1.90 0.55
H -3.96 -3.20 -0.34
H -4.80 -1.72 0.08
H -3.22 -2.22 -2.63
H -4.15 -0.79 -2.37
H -5.17 -3.46 -2.47
O 1.73 1.93 1.56
C 0.62 2.83 1.44
C 0.69 3.58 2.72
O 0.50 2.65 3.76
H 2.37 2.10 2.36
H 0.73 3.40 0.54
H -0.26 2.28 1.22
H 0.05 4.49 2.80
H 1.64 3.95 2.96
H 0.47 1.79 3.40
O -4.26 1.48 3.04
C -3.02 2.00 2.69
C -2.27 0.69 2.41
O -2.45 -0.21 3.51
H -4.21 0.58 2.86
H -3.09 2.66 1.87
H -2.55 2.47 3.43
H -1.17 0.84 2.37
H -2.50 0.21 1.40
H -3.31 -0.62 3.49
O -0.74 2.68 -2.28
C 0.03 1.64 -2.85
C -0.90 0.66 -3.49
O -0.12 -0.19 -4.33
H -1.39 2.29 -1.69
H 0.71 2.07 -3.51
H 0.71 1.21 -2.13
H -1.87 0.91 -3.91
H -1.22 0.03 -2.63
H 0.42 0.47 -4.82
O 1.29 -1.29 -2.00
C 2.21 -1.91 -2.78
C 3.61 -2.02 -2.04
O 4.64 -2.57 -2.84
H 0.44 -1.41 -2.41
H 1.91 -2.89 -3.16
H 2.16 -1.29 -3.65
H 3.52 -2.52 -1.07
H 3.76 -0.99 -1.68
H 4.41 -3.45 -3.02
O 7.23 1.68 -0.06
C 6.03 2.21 -0.51
C 5.01 1.16 -0.08
O 3.72 1.46 -0.57
H 7.86 2.34 0.14
H 5.73 3.15 -0.06
H 5.98 2.45 -1.62
H 5.11 1.23 0.96
H 5.20 0.12 -0.37
H 3.05 1.30 0.13
O 1.67 -1.35 2.02
C 3.01 -1.34 1.91
C 3.43 -1.90 3.30
O 4.82 -1.68 3.27
H 1.30 -1.95 1.32
H 3.47 -1.92 1.11
H 3.25 -0.23 1.79
H 3.18 -2.89 3.57
H 3.05 -1.33 4.10
H 5.13 -1.18 4.03
O -2.89 1.32 -0.65
C -4.12 1.86 -1.20
C -5.24 1.64 -0.13
O -6.53 1.70 -0.70
H -2.92 0.38 -0.57
H -4.01 2.95 -1.49
H -4.34 1.36 -2.14
H -5.01 2.32 0.79
H -5.29 0.63 0.28
H -6.67 1.01 -1.38
O -1.04 -2.27 1.93
H -1.52 -2.02 2.69
H -0.71 -1.45 1.54
O -1.04 -2.98 -1.82
H -1.62 -2.53 -1.24
H -1.04 -3.94 -1.62
O 1.05 -3.41 0.26
H 1.08 -3.69 -0.64
H 0.17 -3.23 0.51
O -0.17 -0.01 0.06
H 0.55 0.41 0.47
H 0.30 -0.61 -0.53

What is the LUMO level in the fifth record? -0.06 eV

Which of these has the highest ΔE to the lowest compared entry with this formula, charge and spin? number 3

Repeat the fifth record exactly.
Entry from the OMol25 dataset: a 12-piece molecular cluster, C16H56O20 overall in a non-equilibrium geometry (ωB97M-V/def2-TZVPD).

Summary:
ΔE to the lowest compared entry with this formula, charge and spin: 114.8 kcal per mole
LUMO level: -0.06 eV
SMILES: OCCO.OCCO.OCCO.OCCO.OCCO.OCCO.OCCO.OCCO.O.O.O.O
Frontier orbital gap: 0.34319 hartree

CARTESIAN COORDINATES (ANGSTROEM)
O -2.66 -1.59 -0.25
C -3.99 -2.10 -0.52
C -4.05 -1.84 -2.02
O -5.28 -2.49 -2.36
H -2.23 -1.90 0.55
H -3.96 -3.20 -0.34
H -4.80 -1.72 0.08
H -3.22 -2.22 -2.63
H -4.15 -0.79 -2.37
H -5.17 -3.46 -2.47
O 1.73 1.93 1.56
C 0.62 2.83 1.44
C 0.69 3.58 2.72
O 0.50 2.65 3.76
H 2.37 2.10 2.36
H 0.73 3.40 0.54
H -0.26 2.28 1.22
H 0.05 4.49 2.80
H 1.64 3.95 2.96
H 0.47 1.79 3.40
O -4.26 1.48 3.04
C -3.02 2.00 2.69
C -2.27 0.69 2.41
O -2.45 -0.21 3.51
H -4.21 0.58 2.86
H -3.09 2.66 1.87
H -2.55 2.47 3.43
H -1.17 0.84 2.37
H -2.50 0.21 1.40
H -3.31 -0.62 3.49
O -0.74 2.68 -2.28
C 0.03 1.64 -2.85
C -0.90 0.66 -3.49
O -0.12 -0.19 -4.33
H -1.39 2.29 -1.69
H 0.71 2.07 -3.51
H 0.71 1.21 -2.13
H -1.87 0.91 -3.91
H -1.22 0.03 -2.63
H 0.42 0.47 -4.82
O 1.29 -1.29 -2.00
C 2.21 -1.91 -2.78
C 3.61 -2.02 -2.04
O 4.64 -2.57 -2.84
H 0.44 -1.41 -2.41
H 1.91 -2.89 -3.16
H 2.16 -1.29 -3.65
H 3.52 -2.52 -1.07
H 3.76 -0.99 -1.68
H 4.41 -3.45 -3.02
O 7.23 1.68 -0.06
C 6.03 2.21 -0.51
C 5.01 1.16 -0.08
O 3.72 1.46 -0.57
H 7.86 2.34 0.14
H 5.73 3.15 -0.06
H 5.98 2.45 -1.62
H 5.11 1.23 0.96
H 5.20 0.12 -0.37
H 3.05 1.30 0.13
O 1.67 -1.35 2.02
C 3.01 -1.34 1.91
C 3.43 -1.90 3.30
O 4.82 -1.68 3.27
H 1.30 -1.95 1.32
H 3.47 -1.92 1.11
H 3.25 -0.23 1.79
H 3.18 -2.89 3.57
H 3.05 -1.33 4.10
H 5.13 -1.18 4.03
O -2.89 1.32 -0.65
C -4.12 1.86 -1.20
C -5.24 1.64 -0.13
O -6.53 1.70 -0.70
H -2.92 0.38 -0.57
H -4.01 2.95 -1.49
H -4.34 1.36 -2.14
H -5.01 2.32 0.79
H -5.29 0.63 0.28
H -6.67 1.01 -1.38
O -1.04 -2.27 1.93
H -1.52 -2.02 2.69
H -0.71 -1.45 1.54
O -1.04 -2.98 -1.82
H -1.62 -2.53 -1.24
H -1.04 -3.94 -1.62
O 1.05 -3.41 0.26
H 1.08 -3.69 -0.64
H 0.17 -3.23 0.51
O -0.17 -0.01 0.06
H 0.55 0.41 0.47
H 0.30 -0.61 -0.53